1.
Density functional theory data (ωB97M-V/def2-TZVPD) for a molecular structure, C31H43N4O5S4Ta at a distorted geometry.

Each line ends with the Löwdin charge.
Positions of all 88 atoms, in Å:
N: 0.9183 -3.7314 -0.5438  0.1054
C: 5.8279 -4.0412 3.2062  0.0030
H: -1.3667 5.1521 -2.0612  0.0983
C: -0.6117 0.0764 -3.8324  0.0906
Ta: 0.7266 0.4567 0.8959  1.9579
C: 2.3066 2.6301 -1.0930  -0.1733
O: 1.6505 -1.2337 0.5209  -0.2074
C: -2.9639 3.7321 -1.7518  -0.4986
H: 1.7054 3.5136 -0.8745  0.0642
C: -0.9448 -0.4274 -1.5250  -0.2861
N: 1.3379 1.4575 -1.0154  -0.0449
H: 2.2577 3.1018 1.5424  0.1216
H: 5.9329 -5.0591 2.8371  0.0971
N: 2.7018 1.0284 1.4858  -0.1110
H: 4.4587 0.6713 2.4496  0.1660
H: -3.0484 -2.2132 -3.4583  0.1465
H: -2.9297 -1.3909 0.1055  0.1648
O: 0.6731 -0.2968 2.9381  -0.3614
H: 5.2897 -1.3664 3.2028  0.1545
H: -1.9135 1.4320 4.7254  0.1134
H: -0.1571 1.7571 5.0406  0.1114
H: -1.8294 4.1647 2.6305  0.0580
C: -1.9063 -1.3648 -1.8410  -0.1232
H: -0.9089 3.4924 -2.3837  0.0554
H: 2.6505 2.7034 -2.1230  0.1335
H: -1.1605 -0.9578 -6.3040  0.1032
H: -0.4544 5.8870 1.2896  0.0812
H: -4.8368 1.1656 0.2530  0.0678
H: 2.2187 -5.1536 0.0402  0.1699
C: 4.7316 -3.3005 2.4871  -0.1950
C: -0.8998 1.0249 4.7212  -0.0556
H: -1.8257 6.0476 0.2050  0.0927
H: -0.8367 0.1084 5.3149  0.1165
H: -5.2774 2.7845 -0.2343  0.0866
C: 3.4994 2.5906 -0.1676  -0.1400
S: -0.5715 0.5652 3.0923  0.5591
C: 3.8233 -3.9486 1.6545  0.0886
H: -3.4496 -3.5227 0.1794  0.1923
C: -1.2192 -5.0836 -0.9008  -0.1071
C: -3.8727 2.7044 1.4282  -0.5305
H: -2.2863 -4.0411 -2.4975  0.1138
C: 2.6431 -1.9069 1.1574  -0.2129
C: -1.4962 4.1268 -1.7119  -0.5108
H: 0.7692 -5.4580 -1.6927  0.1402
H: -2.8315 2.3947 1.5257  0.0258
H: -2.5957 -1.8694 -5.8177  0.0962
C: 3.5513 -1.2223 1.9499  -0.1048
O: -0.5979 -0.1906 -0.2342  -0.2307
H: -3.5398 4.3653 -1.0790  0.0460
H: 4.1928 1.7871 -0.4271  0.1323
C: -2.6187 -2.0091 -0.7348  0.0743
H: 0.0133 -4.0381 -2.3815  0.1344
O: -0.1009 1.7686 2.2279  -0.4341
C: -2.2375 -1.5427 -3.1942  0.0671
H: -3.3475 3.8698 -2.7622  0.0884
H: 4.0368 3.5288 -0.3135  0.1488
N: -2.9036 -3.2542 -0.6372  0.1395
H: 0.6681 -2.7461 -0.4887  0.1347
H: -1.2287 -5.0010 0.1890  0.1295
H: -4.4494 2.2936 2.2589  0.0763
C: -1.3253 5.3648 0.8927  -0.4761
H: 1.1577 1.7918 -3.0009  0.1544
H: -3.3033 -5.0859 -1.5220  0.1507
H: -0.0962 0.6475 -4.5990  0.1546
S: -0.6780 3.9853 -0.1060  0.8483
H: 3.9229 2.6865 1.9633  0.1408
C: -4.4424 2.1749 0.1120  -0.5217
C: 2.7848 -3.2831 0.9854  -0.0841
H: -2.3724 5.8325 2.6862  0.0857
H: 5.6145 -4.0911 4.2750  0.1099
H: 6.7834 -3.5321 3.0845  0.1054
H: -2.6602 -0.1136 -5.9365  0.1127
C: -2.2589 4.9691 2.0288  -0.5319
S: -3.2604 2.0084 -1.2561  0.8634
C: -1.6189 -0.8168 -4.2068  -0.1964
C: -2.0294 -0.9564 -5.6467  0.0010
C: 1.9473 -4.1045 0.1349  0.0751
H: 3.9229 -5.0201 1.5089  0.1479
C: 4.5812 -1.9266 2.5994  0.0940
S: -3.9446 4.5185 1.5557  0.9295
O: -1.6614 -0.0598 2.4077  -0.2533
C: 0.7859 1.2127 -2.1562  -0.0306
C: -0.2595 0.2613 -2.4995  -0.1209
C: 0.1375 -4.6043 -1.4582  -0.0882
H: -1.3068 -6.1477 -1.1154  0.1369
C: 3.0990 2.4529 1.2899  -0.1441
C: -2.4619 -4.3980 -1.4879  -0.0861
C: 3.5760 0.2226 1.9937  0.0036

Its molar mass is 860.92 g/mol. The HOMO energy is -16.56 eV. The total charge is +4.

=====

2.
Density functional theory data (ωB97M-V/def2-TZVPD) for a molecular structure, C31H44BrGaN3O4P.

Each line ends with the Löwdin charge.
Positions of all 85 atoms, in Å:
H: -0.7430 5.9367 -4.1708  0.0988
H: 0.9103 -3.2647 -2.6521  0.0917
H: -1.2390 2.5433 3.5756  0.0801
H: 5.3925 -0.1951 2.3182  0.0624
C: -1.1060 4.2369 -2.0156  0.0687
H: -1.1327 4.2821 3.2212  0.1004
N: 6.1884 2.5530 -2.2612  0.0940
O: -2.3458 6.1126 -2.8602  -0.0616
N: 3.9311 1.7578 -2.8964  0.0964
H: 0.1812 -3.0874 -4.2524  0.0851
C: 5.5024 0.7524 1.7910  -0.1238
H: -0.7919 0.0845 -2.6868  0.0845
C: -2.2651 -2.1094 -3.4356  -0.0470
H: -3.1916 6.4607 -0.5164  0.1189
H: 4.2219 0.2491 0.1292  0.0741
H: -0.5079 -4.2205 -3.0893  0.0745
H: -4.8548 -5.8378 1.6423  0.0836
P: 2.6552 1.1797 1.6426  0.9979
H: -2.1799 -3.2671 2.4736  0.0960
C: -1.8313 5.8548 -4.1607  -0.0631
H: 3.6464 -1.6427 1.8560  0.0666
H: 1.8851 -1.6873 1.7214  0.0540
C: 5.1290 2.1742 -2.5293  -0.4010
H: 1.6981 0.0719 3.5161  0.0410
C: -2.1912 4.8494 0.4735  -0.0201
H: 2.3304 3.5372 1.6874  0.0912
H: -2.9136 -1.3077 -3.0769  0.0920
O: -0.1591 2.0186 1.5073  -0.1217
H: -4.9523 -4.3044 0.7613  0.0906
C: -3.2527 -6.0504 -0.5207  -0.0669
H: -2.2627 6.6138 -4.8057  0.0935
C: -1.2187 -2.3512 -1.1750  -0.0705
N: 2.2388 0.8914 -1.3821  0.1391
C: 4.3121 1.0371 0.8783  -0.3723
H: 0.7685 -0.7254 -2.5845  0.0607
C: -1.9185 -3.0478 1.4469  -0.0970
H: -2.1296 4.8632 -4.5057  0.0986
C: -1.9643 5.2984 -1.8597  -0.2700
H: 6.4053 0.6854 1.1841  0.0825
H: -2.8062 -3.0498 -3.3326  0.0728
C: -1.8921 -3.5340 -0.8627  0.0123
H: -2.1437 -4.1875 -1.6846  0.0897
H: 5.6660 1.5292 2.5345  0.0537
H: 2.6706 -2.2165 3.2054  0.0815
C: 2.5567 2.8059 2.4693  -0.3694
H: -0.1299 -0.7407 -4.1026  0.0880
H: -1.1576 -6.3061 1.2436  0.0904
C: 2.7152 -1.4830 2.4007  -0.1392
H: -1.9397 -5.5452 2.6295  0.0766
C: -0.9621 2.9861 1.5226  -0.3280
C: -4.3212 -4.9129 1.4115  -0.0485
H: 3.5190 4.1834 3.8198  0.0753
C: -1.5271 3.3238 2.8766  0.0050
H: -2.0811 -1.9469 -4.5000  0.0838
C: -1.2459 -1.8759 1.1735  -0.5401
C: -0.7564 3.4314 -0.9086  -0.2704
H: -2.6332 -7.0071 1.9275  0.0835
C: -0.9303 -2.1054 -2.6707  -0.5192
C: -0.2284 -0.7882 -3.0149  -0.0610
H: 4.4723 1.9572 0.3084  0.0789
H: -2.6127 3.4034 2.8508  0.0928
C: 2.6298 -0.0667 2.9646  -0.3949
H: 4.6202 3.4652 2.6546  0.0693
C: -0.0375 -3.2423 -3.1934  -0.0438
C: -2.2511 -3.9212 0.4186  -0.1727
O: 0.0580 2.4489 -1.1345  -0.0155
C: 3.0643 1.3331 -2.0894  -0.2941
H: 3.4521 0.1393 3.6539  0.0811
Br: -0.8842 -0.7336 2.6492  0.8767
C: 3.7589 3.2613 3.2894  -0.1345
H: -4.1800 -4.3681 2.3460  0.0767
O: -0.1762 -0.3832 -0.3716  -0.1071
Ga: 0.8118 1.1023 -0.0371  0.2373
H: -3.7699 -6.9721 -0.2475  0.0849
H: 4.0538 2.5224 4.0351  0.0686
H: -0.6662 3.9723 -2.9647  0.1196
C: -2.9798 -5.2264 0.7363  -0.5604
C: -1.3074 3.7406 0.3676  -0.0931
C: -2.1248 -6.0696 1.6910  -0.0488
H: -2.3290 -6.3273 -1.0327  0.0871
C: -0.8544 -1.4916 -0.1198  -0.3180
H: 1.6567 2.7488 3.0855  0.0752
C: -2.5222 5.6171 -0.5956  -0.0008
H: -3.8859 -5.5124 -1.2289  0.0868
H: -2.6143 5.0962 1.4372  0.1098

Its molar mass is 703.31 g/mol. The HOMO energy is -7.87 eV. The energy relative to the best compared isomer or geometry (same formula, charge and spin) comes out at 0.531 eV. The total charge is 0.

=====

Q: What is the total charge in the first record?
A: +4